1.
DFT (ωB97M-V with the def2-TZVPD basis set) results for C46H86Br20ClF3N2O7S as an isolated structure.

## Properties
Molar mass = 2501.80 g mol⁻¹
E_LUMO = -0.813 eV
HOMO = -7.863 eV
Multiplicity = 1
DFT total energy = -55077.9407 Eh

Each line ends with the Mulliken charge.
CARTESIAN COORDINATES (ANGSTROEM)
C 5.85989 -4.26642 0.12692  -1.3743
C 4.86998 -3.43003 -0.45750  0.0965
C 3.54136 -2.69549 -1.16047  0.9043
C 4.10353 -1.42332 -1.99147  -0.9540
C 3.17605 -0.79410 -3.15772  -0.3739
C 2.12624 -1.77747 -3.92269  0.4922
C 2.82625 -3.18796 -4.50600  -0.3950
C 4.39133 -3.09668 -4.89169  -0.0931
C 5.25586 -4.09083 -3.86042  -0.2907
O 5.71193 -5.28775 -4.64313  -0.5930
O 1.00791 -2.28189 -3.18049  -0.2352
C 0.07132 -1.41740 -2.53631  -0.7265
N 0.51591 -1.38339 -1.05430  -0.0079
O -0.26228 -0.13566 -3.10250  -0.1740
C 0.03487 1.06120 -2.38295  -0.3063
C -1.19218 1.67989 -1.43382  1.9426
C -0.70435 1.61180 0.12768  -0.6757
C -1.34864 3.30781 -1.78811  0.0034
C -0.03066 4.19263 -1.38250  0.7917
C 0.18813 5.29069 -2.61584  -0.9742
C -0.44192 5.12327 -0.05585  -0.6660
C -1.39715 -2.25257 -2.53701  -0.5194
C -2.54381 -1.42890 -3.43769  -0.0261
C -3.94825 -2.25108 -3.63368  -0.1902
F -4.45155 -2.95360 -2.43496  -0.3338
C -1.30849 -3.72742 -3.24480  -0.7454
C -1.17617 -3.76678 -4.87803  0.2530
O -1.29731 -5.21692 -5.25242  -0.3610
C -2.66843 -5.47988 -5.72002  0.2568
O -3.47166 -6.34202 -5.05416  -0.4896
N -1.79449 -2.41975 -1.12497  1.4619
Cl -2.70214 -1.24463 -0.35046  -0.4835
C -1.61283 -3.72266 -0.45630  -0.3444
C -1.80783 -3.66537 1.20389  0.2589
C -3.36458 -3.97534 1.65416  -0.8973
F -1.00093 -4.83192 1.72445  -0.4111
S 1.68842 -0.86403 -5.54775  1.2653
O 2.63926 -1.16461 -6.71647  -0.6508
O 1.86204 0.67261 -5.22635  -0.5501
F -0.00186 -1.02391 -5.94644  -0.3130
H 6.67998 -4.64841 0.90427  0.3447
H 2.90216 -2.31075 -0.22838  0.2077
H 2.85246 -3.44281 -1.73376  -0.0781
H 5.16941 -1.66102 -2.47334  0.2616
H 4.32244 -0.55421 -1.20314  0.3186
H 3.91208 -0.36140 -3.99350  0.0889
H 2.65724 0.17519 -2.71019  0.2630
H 2.59011 -4.11317 -3.78914  0.1061
H 2.22438 -3.43782 -5.50679  0.7088
H 4.52125 -3.61430 -5.96049  0.3903
H 4.85930 -2.03291 -5.00285  0.1231
H 6.24105 -3.56783 -3.49217  0.1645
H 4.58144 -4.52108 -3.00516  0.0749
H 5.01022 -6.00869 -4.46424  0.3203
H 1.44642 -0.87276 -0.97333  0.3753
H 0.80145 -2.37939 -0.80687  0.1417
H 0.20264 1.92240 -3.19797  0.0112
H 0.98325 1.11007 -1.70782  -0.0162
H -2.23788 1.21865 -1.66120  -0.9842
H -0.73371 0.54983 0.61832  0.1661
H -1.38269 2.39253 0.72342  -0.1535
H 0.41011 2.00845 0.29036  0.2666
H -2.35482 3.65926 -1.28547  -0.8846
H -1.42893 3.35578 -2.97625  0.3060
H 0.93275 3.55184 -1.16352  0.1841
H 1.17100 5.92314 -2.44624  0.2195
H -0.70362 6.08253 -2.57756  0.1696
H 0.12099 4.79220 -3.67745  0.2822
H -1.61719 5.15357 0.11961  -0.0056
H 0.06990 4.73299 0.92497  0.2203
H -0.13491 6.25454 -0.25978  0.1306
H -2.83115 -0.38568 -3.00135  -0.5656
H -2.15185 -1.19865 -4.54285  0.2073
H -3.96242 -3.01660 -4.51840  0.1571
H -4.77232 -1.43077 -3.90589  0.2615
H -2.28307 -4.38721 -3.03227  0.6082
H -0.41594 -4.41355 -2.84501  0.0784
H -0.07380 -3.47486 -5.23146  -0.7057
H -2.01891 -3.22727 -5.47503  0.4850
H -3.03945 -4.96816 -6.71926  0.3270
H -0.51319 -4.16264 -0.60584  0.0357
H -2.33720 -4.60390 -0.80457  0.1463
H -1.34710 -2.70022 1.68072  0.2292
H -4.16371 -3.52273 0.90932  0.1626
H -3.58750 -3.69749 2.78497  0.2065
H -3.50741 -5.15817 1.59225  0.3249
Br 3.54508 -3.72295 1.68326  0.0554
C 4.15133 -5.18701 2.82108  -0.7379
C 3.31702 -5.28502 4.07729  -0.5236
Br 3.80881 -3.90130 5.36064  -0.1599
H 5.21362 -5.02101 3.01624  0.3780
H 4.03490 -6.08780 2.21003  0.4456
H 3.50708 -6.23143 4.59222  0.3394
H 2.24360 -5.18457 3.89468  0.3666
Br 6.86113 0.73164 -1.47875  -0.0765
C 7.34635 1.66290 -3.12281  -0.7020
C 6.34433 2.74425 -3.45505  -0.6377
Br 4.71070 1.98646 -4.20373  -0.0300
H 7.44229 0.90409 -3.90327  0.4374
H 8.33054 2.09815 -2.92214  0.3765
H 6.73543 3.40437 -4.23494  0.4023
H 6.05069 3.34492 -2.58981  0.3692
Br -4.89353 1.50228 -2.63819  0.0409
C -6.27267 2.76350 -2.07881  -0.6280
C -5.75158 4.18201 -2.08481  -0.7117
Br -4.61706 4.52345 -0.53568  -0.1054
H -6.62777 2.43466 -1.09907  0.3718
H -7.07809 2.64586 -2.81080  0.3382
H -6.57659 4.89507 -1.99620  0.3989
H -5.16125 4.42407 -2.97283  0.3990
Br 0.28146 8.94007 -2.73797  -0.1060
C 1.49983 9.99549 -1.63920  -0.5831
C 2.72445 9.19618 -1.25823  -0.5758
Br 2.32258 7.92490 0.16509  -0.1262
H 0.92742 10.35097 -0.77891  0.3649
H 1.77688 10.85038 -2.26431  0.3427
H 3.49773 9.85079 -0.84532  0.3428
H 3.14489 8.62316 -2.08922  0.3646
Br -4.58588 -0.01799 4.60058  -0.1500
C -5.86428 0.45953 3.20655  -0.2906
C -6.00346 -0.64905 2.18901  -0.5427
Br -4.48017 -0.68477 0.97171  0.2962
H -5.52827 1.40586 2.77565  0.1032
H -6.81058 0.62045 3.73283  0.2952
H -6.87466 -0.47720 1.54991  0.0737
H -6.07746 -1.64352 2.63758  0.5114
Br 3.31079 -6.29232 11.13130  -0.1490
C 3.49318 -5.14636 9.56314  -0.5749
C 2.34698 -5.35107 8.59979  -0.4615
Br 2.56274 -7.00402 7.58752  -0.1325
H 4.47208 -5.35719 9.12562  0.3564
H 3.48808 -4.12478 9.95646  0.3531
H 2.33032 -4.55672 7.84766  0.1988
H 1.37109 -5.40186 9.09042  0.3972
Br -8.99486 -1.91215 1.46459  -0.1115
C -9.02474 -2.31499 3.37312  -0.5338
C -10.32921 -1.88411 4.00273  -0.5608
Br -10.37994 0.04716 4.26944  -0.1507
H -8.14867 -1.83384 3.81483  0.2556
H -8.90732 -3.40159 3.43533  0.3957
H -10.43289 -2.31262 5.00403  0.3585
H -11.20714 -2.14755 3.40649  0.3767
Br -3.52835 3.27205 2.98431  -0.0914
C -4.90749 4.53328 3.54369  -0.6830
C -4.38640 5.95178 3.53769  -0.5037
Br -3.25188 6.29323 5.08681  -0.1488
H -5.26259 4.20443 4.52342  0.4751
H -5.71292 4.41563 2.81170  0.3479
H -5.21141 6.66485 3.62629  0.3977
H -3.79607 6.19385 2.64967  0.2395
Br 8.85786 -2.29159 0.41229  -0.1197
C 10.41880 -1.13347 0.57924  -0.5940
C 10.65197 -0.34372 -0.68790  -0.1142
Br 11.45402 -1.45576 -2.07484  -0.1320
H 11.26180 -1.77155 0.85548  0.3793
H 10.18687 -0.46367 1.41347  0.3274
H 11.37461 0.45893 -0.51322  0.3540
H 9.73698 0.08193 -1.10894  -0.1253
Br -5.19587 8.36985 8.82296  -0.1218
C -4.30645 6.70616 9.31965  -0.5053
C -2.95535 6.97286 9.94187  -0.5748
Br -1.63282 7.43568 8.58532  -0.1372
H -4.25646 6.08949 8.41892  0.2891
H -4.97685 6.23140 10.04320  0.3390
H -2.56750 6.06897 10.42093  0.3366
H -2.96580 7.78896 10.66956  0.3686

---

2.
DFT (ωB97M-V with the def2-TZVPD basis set) results for a 2-piece molecular cluster, C2H3N3 overall.

## Properties
SMILES string = N=C=N.C#N
Molar mass = 69.07 g mol⁻¹
E_LUMO = 0.456 eV
Energy above the lowest of the compared OMol25 structures with the same formula, charge and spin = 175.3 kJ/mol
HOMO = -10.430 eV
Multiplicity = 1
DFT total energy = -242.2059 Eh

Each line ends with the natural charge from an NBO analysis.
CARTESIAN COORDINATES (ANGSTROEM)
N -0.05161 1.08180 -0.20015  -0.7850
C -1.04357 0.40504 0.00050  0.6751
N -1.86434 -0.48078 0.23536  -0.6867
H -0.16903 2.06362 -0.30693  0.4128
H -2.63463 0.03613 -0.25677  0.3949
C 1.90983 -1.01000 0.17444  0.0641
N 1.98028 -2.13165 0.41180  -0.3205
H 1.87307 0.03584 -0.05825  0.2454

---

3.
DFT (ωB97M-V with the def2-TZVPD basis set) results for C4H2Li2O2 as an isolated structure.

## Properties
Molar mass = 95.94 g mol⁻¹
E_LUMO = -0.270 eV
Energy above the lowest of the compared OMol25 structures with the same formula, charge and spin = 146.2 kJ/mol
HOMO = -7.828 eV
Multiplicity = 1
DFT total energy = -319.1039 Eh

Each line ends with the natural charge from an NBO analysis.
CARTESIAN COORDINATES (ANGSTROEM)
C -1.44042 -0.12457 -1.25579  0.4539
C -0.46919 0.54509 -1.72266  -0.7997
O -1.99244 -0.64811 -0.29296  -0.8225
Li -1.52327 -1.13984 1.43944  0.9320
H -0.25737 1.32361 -2.44458  0.2348
C 0.62288 -0.07745 1.41118  -0.7339
C 1.23984 -1.06375 0.87982  0.4079
O 1.62928 -1.55889 -0.19065  -0.8325
Li 0.95136 -1.11258 -1.84540  0.9313
H 0.78494 0.66464 2.18081  0.2287